Below is 16 unconnected molecules or ions with the total composition C64H176N16O16 in a non-equilibrium geometry, with properties calculated with the ωB97M-V functional and the def2-TZVPD basis.

XYZ file:
```
272
Properties=species:S:1:pos:R:3:forces:R:3:mulliken_charge:R:1
C 6.238 9.408 -10.487 -0.2753 -0.7267 -0.1768 -1.356
C 5.300 9.163 -9.276 0.2506 -0.6748 1.5851 0.681
C 5.787 8.043 -8.235 -0.2793 1.3586 0.0076 -0.930
O 4.710 7.571 -7.326 0.8727 0.9554 -1.4506 -0.221
C 5.155 6.477 -6.558 -0.0962 -0.3010 -0.2876 -0.768
N 5.087 10.437 -8.531 -0.1471 -0.2216 -0.5638 -0.790
H 7.300 9.599 -10.336 -0.1648 0.3706 0.7149 0.309
H 5.825 10.183 -11.132 0.0058 0.3274 0.2924 0.354
H 6.261 8.549 -11.158 -0.2805 -0.4074 0.1727 0.384
H 4.369 8.743 -9.658 -0.2496 0.1114 -0.2564 0.169
H 6.567 8.485 -7.615 -0.0443 0.3257 0.2865 0.401
H 6.343 7.278 -8.776 -0.7148 -0.7333 -0.1250 0.417
H 6.166 6.667 -6.198 0.1978 -0.3633 -0.0567 0.317
H 5.044 5.578 -7.166 0.6968 -0.2826 -0.1242 0.291
H 4.535 6.250 -5.691 -0.3324 0.7455 0.0382 0.230
H 4.640 11.099 -9.149 0.4059 0.3199 -0.6550 0.251
H 4.337 10.380 -7.857 0.0775 -0.8076 0.6324 0.261
C -4.987 2.197 -3.872 -0.3221 -0.6242 0.8837 -1.308
C -6.172 1.893 -4.835 1.3504 1.1544 0.7799 0.646
C -6.839 3.195 -5.304 -1.6092 -0.8309 0.3159 -0.701
O -7.786 3.584 -4.262 0.1610 -0.0839 -0.9588 -0.309
C -8.797 4.513 -4.707 0.7831 -1.2397 -0.4097 -0.764
N -5.563 1.145 -5.907 0.4922 0.0455 -1.7914 -0.691
H -4.501 1.230 -3.741 0.3580 0.1056 0.3282 0.276
H -5.190 2.608 -2.882 -0.8929 -0.4123 0.1534 0.347
H -4.226 2.922 -4.160 -0.1956 -0.1565 -1.2028 0.308
H -6.906 1.167 -4.485 -0.4717 0.9444 1.2780 0.259
H -7.364 2.933 -6.222 -0.5983 0.0278 -0.1705 0.314
H -6.190 4.010 -5.624 0.4745 0.0411 0.5767 0.392
H -9.589 4.566 -3.959 0.6675 0.6813 0.5026 0.267
H -9.372 4.127 -5.548 0.3198 -0.2843 -0.5482 0.309
H -8.263 5.403 -5.040 -0.6247 0.5545 0.3873 0.301
H -5.283 0.237 -5.564 0.3398 -0.0290 0.2346 0.116
H -6.271 0.914 -6.589 -0.1631 0.1006 -0.3678 0.253
C -0.400 -1.513 -5.461 -0.6743 0.1886 0.1663 -1.483
C -0.612 -2.664 -4.488 -2.1713 1.5828 0.0016 0.553
C -1.818 -3.496 -4.874 0.5380 0.5737 0.1498 -0.715
O -2.997 -2.710 -4.749 0.7141 -0.2665 0.2946 -0.226
C -4.096 -3.504 -5.070 -0.8996 0.7182 -0.8378 -0.794
N 0.581 -3.392 -4.389 1.6590 -0.8591 0.1927 -0.747
H -1.286 -0.880 -5.496 -0.0903 -0.0513 -0.0352 0.327
H -0.229 -1.906 -6.463 0.2694 0.0685 -0.0168 0.305
H 0.414 -0.867 -5.130 0.2347 -0.1163 -0.1595 0.443
H -0.832 -2.267 -3.497 -0.5127 0.5332 0.1662 0.240
H -1.864 -4.341 -4.186 -0.1568 -0.3765 -0.0485 0.385
H -1.665 -3.836 -5.898 -0.2361 -0.3007 -0.2116 0.308
H -4.071 -4.469 -4.565 -0.1878 -0.0671 -0.0581 0.322
H -4.178 -3.584 -6.154 0.3843 -0.7912 -0.3314 0.331
H -5.017 -2.950 -4.886 0.0179 -0.0129 0.8313 0.222
H 1.191 -2.641 -4.099 1.0842 -0.2806 -0.1509 0.277
H 0.537 -3.962 -3.556 0.0337 -0.5494 0.0858 0.242
C 6.887 -4.785 7.942 -0.0325 -1.1486 0.7317 -1.483
C 6.529 -4.537 6.480 -0.2541 0.4847 1.8699 0.548
C 5.178 -5.167 6.109 1.8095 -0.8622 -0.5937 -0.490
O 5.453 -6.597 5.988 0.3827 1.3340 2.0544 -0.328
C 4.680 -7.202 5.051 -1.0205 -0.5864 -1.7429 -0.646
N 6.447 -3.079 6.429 -0.3364 0.1434 -1.1576 -0.590
H 7.713 -4.119 8.189 0.2650 -0.4051 0.2143 0.387
H 7.097 -5.828 8.179 0.7391 -0.1042 -0.4625 0.380
H 6.127 -4.636 8.709 -0.6140 0.8056 -0.4756 0.237
H 7.382 -4.905 5.911 -0.3236 -0.3772 -0.4923 0.142
H 4.824 -4.827 5.136 -0.0399 0.2641 -0.0657 0.359
H 4.471 -4.879 6.887 -0.2889 -0.4580 0.0171 0.236
H 3.622 -6.957 5.153 -0.2461 0.1040 -0.0465 0.324
H 4.735 -8.290 5.013 0.3721 -0.0752 0.7362 0.274
H 5.026 -6.908 4.060 -0.2396 0.2784 -0.4902 0.176
H 7.268 -2.693 6.872 0.0520 0.0788 0.1664 0.252
H 6.563 -2.849 5.453 -0.2293 0.5761 -0.3028 0.233
C -3.797 -9.380 0.516 -1.1711 1.3339 1.2093 -1.176
C -4.714 -8.168 0.817 -0.2083 -0.6508 2.2606 0.351
C -3.980 -7.062 1.705 -1.0499 0.4659 -1.7174 -0.656
O -3.510 -7.429 2.969 0.5737 -1.1433 -0.6353 -0.341
C -2.479 -6.617 3.441 0.4222 0.3359 1.4816 -0.742
N -5.417 -7.723 -0.358 0.2567 1.8280 -0.5544 -0.704
H -4.354 -10.142 -0.029 0.3780 0.2811 -0.4676 0.361
H -3.578 -9.809 1.494 0.6046 -0.0243 -0.1035 0.291
H -2.932 -8.909 0.049 0.2765 -0.8518 -0.3237 0.232
H -5.570 -8.424 1.442 0.2436 -0.8705 0.4508 0.359
H -4.681 -6.247 1.883 -0.4769 0.2101 -0.3045 0.302
H -3.225 -6.630 1.050 0.7131 0.0064 0.1180 0.362
H -2.839 -5.652 3.799 -0.2947 0.3435 -0.2549 0.306
H -1.605 -6.424 2.819 -0.2639 -0.2886 -0.7745 0.298
H -2.072 -7.080 4.340 -0.1112 -0.2925 0.0179 0.287
H -4.903 -6.984 -0.817 1.1346 -0.2541 -0.8900 0.232
H -6.131 -7.074 -0.061 -1.0335 -0.3771 0.4724 0.245
C -0.129 -1.407 2.856 -0.5698 -0.1263 0.5668 -1.703
C 0.821 -0.846 1.833 -0.3454 -0.4282 -0.6363 0.700
C 0.494 0.528 1.242 -0.4634 -1.1222 -0.1900 -0.905
O 1.026 0.534 -0.066 0.2316 -0.7131 -0.9488 -0.200
C 0.768 1.744 -0.742 0.4245 0.8356 1.4239 -0.828
N 2.178 -0.942 2.298 0.9523 0.8601 0.6096 -0.627
H -1.037 -1.761 2.368 -0.1425 0.1257 0.1229 0.436
H -0.400 -0.746 3.680 -0.0148 0.3815 -0.1053 0.341
H 0.326 -2.267 3.347 0.1274 -0.1509 -0.1960 0.442
H 0.731 -1.551 1.006 0.0196 0.1621 -0.4322 0.084
H 0.917 1.352 1.817 -0.0524 0.1590 0.3132 0.420
H -0.594 0.583 1.211 -0.2869 0.5173 -0.1025 0.429
H -0.287 1.988 -0.618 -0.1113 0.2565 -0.4084 0.331
H 1.124 1.862 -1.765 -0.2240 -1.0520 -0.0980 0.271
H 1.374 2.467 -0.197 -0.2509 0.7979 0.0725 0.299
H 2.610 -0.089 1.972 0.7830 -0.0769 -0.6450 0.240
H 2.172 -0.710 3.281 -0.0341 -0.4073 0.6759 0.253
C 9.228 -2.903 0.519 -0.7217 -1.5318 -0.5315 -1.380
C 7.804 -3.387 0.792 0.4160 -0.5972 -1.0793 0.578
C 7.722 -4.846 1.313 0.5022 0.7352 0.4218 -0.812
O 8.247 -5.790 0.379 0.2768 0.7381 -0.4388 -0.349
C 8.119 -7.130 0.792 -0.4089 0.3038 1.4390 -0.688
N 7.225 -2.384 1.636 -1.2355 -0.2194 1.2297 -0.678
H 9.151 -2.054 -0.160 0.4890 -0.0122 0.0548 0.388
H 9.668 -3.788 0.058 0.7028 0.4515 -0.4324 0.327
H 9.767 -2.679 1.440 -0.1901 0.1607 -0.0277 0.342
H 7.221 -3.515 -0.121 0.2751 0.5004 -0.7706 0.246
H 6.672 -5.077 1.492 -0.1764 -0.1032 0.3481 0.399
H 8.306 -4.823 2.233 -0.0497 -0.6518 0.4518 0.339
H 8.509 -7.244 1.804 0.4952 -0.0243 0.2169 0.317
H 8.633 -7.861 0.169 -0.1511 0.5292 -0.4014 0.263
H 7.068 -7.374 0.950 -0.3312 -0.2786 -0.5498 0.244
H 7.190 -1.492 1.165 0.3887 0.1349 -0.1799 0.230
H 6.248 -2.590 1.791 -0.3432 -0.0994 0.2799 0.236
C 0.861 -10.188 -4.555 0.9467 0.7326 0.2171 -1.448
C 0.904 -8.737 -4.044 -0.5290 -0.3636 0.3617 0.405
C 1.409 -8.650 -2.598 0.1974 1.0197 1.1706 -0.787
O 1.324 -7.292 -2.064 -0.4547 0.2239 -1.0312 -0.175
C 1.795 -7.082 -0.747 0.8047 -0.9830 -0.5516 -0.824
N 1.644 -7.852 -4.972 -0.8819 -0.4019 0.9425 -0.679
H 1.909 -10.486 -4.593 0.0372 -0.5326 -0.2304 0.334
H 0.449 -10.201 -5.564 0.0252 -0.0408 0.1032 0.334
H 0.321 -10.879 -3.908 -0.0547 0.1660 0.0275 0.377
H -0.144 -8.441 -3.993 -0.0314 0.5931 -0.2175 0.282
H 2.459 -8.930 -2.505 0.2492 -0.3694 -0.2007 0.336
H 0.821 -9.258 -1.911 -0.1195 -0.4692 -0.1393 0.392
H 1.855 -6.022 -0.502 -0.7039 -0.0398 -0.1707 0.239
H 2.831 -7.410 -0.667 0.3588 -0.2490 -0.0404 0.332
H 1.247 -7.693 -0.029 -0.3593 0.2926 0.2462 0.295
H 2.627 -8.060 -4.873 0.3606 -0.2252 -0.1359 0.300
H 1.546 -6.966 -4.496 0.1273 0.6964 -0.3574 0.286
C 0.298 9.095 -7.677 -1.1947 -0.9604 -1.6106 -1.382
C -0.083 9.392 -6.291 1.2860 0.5279 1.6599 0.449
C -0.839 8.256 -5.538 -0.5032 0.9646 -0.1170 -0.628
O -1.179 8.626 -4.182 1.7484 0.3100 -2.2627 -0.326
C -2.088 7.791 -3.600 -0.6746 -0.1184 2.9040 -0.821
N 1.222 9.795 -5.687 -1.6078 0.1040 0.3569 -0.666
H -0.619 8.728 -8.139 0.1137 -0.1235 -0.7424 0.409
H 1.055 8.317 -7.768 0.0697 -0.0736 0.1101 0.285
H 0.639 9.984 -8.208 -0.0238 -0.0439 0.1520 0.326
H -0.706 10.287 -6.309 -0.2406 -0.0241 0.2778 0.256
H -0.289 7.315 -5.559 0.2072 -0.1118 0.0719 0.292
H -1.811 8.111 -6.009 -0.0060 -0.2301 -0.5646 0.358
H -3.132 7.844 -3.907 -0.0139 0.3204 -0.5872 0.311
H -2.012 8.160 -2.577 -0.8349 0.0112 0.3875 0.299
H -1.866 6.741 -3.407 0.6904 -0.4030 -0.9892 0.330
H 1.864 9.037 -5.869 0.2790 -0.1157 0.4660 0.208
H 1.007 9.893 -4.705 0.7709 -0.0668 0.4420 0.298
C 3.828 2.906 6.232 0.5039 0.9052 -1.1123 -1.432
C 3.075 2.074 7.236 0.3241 0.2309 0.5167 0.720
C 1.710 2.683 7.683 0.1152 -1.0284 -0.7784 -0.661
O 1.837 3.970 8.180 -0.1233 1.8911 0.9390 -0.323
C 0.598 4.619 8.573 0.0600 -1.1109 -0.0409 -0.708
N 2.883 0.705 6.735 -0.9041 -0.0345 -0.1671 -0.580
H 3.272 3.163 5.331 -0.5336 -0.2837 0.0051 0.255
H 4.734 2.449 5.835 0.0057 -0.5901 0.2814 0.376
H 4.193 3.877 6.568 -0.3000 -0.0265 0.6679 0.355
H 3.701 2.004 8.126 0.0278 0.3741 0.3878 0.143
H 1.301 1.983 8.410 -0.2035 -0.0317 0.4784 0.325
H 1.007 2.683 6.850 -0.0616 -0.1088 -0.4562 0.346
H 0.665 5.594 9.056 1.1534 0.0552 -0.3836 0.281
H 0.097 4.036 9.347 -0.1535 -0.4788 -0.1141 0.312
H -0.075 4.741 7.724 -0.0097 -0.1771 -0.2023 0.245
H 2.279 0.208 7.374 -0.4123 -0.0531 0.0938 0.119
H 3.716 0.136 6.762 0.4882 0.3961 -0.1564 0.233
C -4.622 5.044 1.716 -0.3534 1.5198 -0.9116 -1.527
C -3.573 4.031 1.989 0.3565 -0.5204 1.1954 0.713
C -2.618 4.505 3.109 -0.7581 0.6199 -0.8144 -0.785
O -1.589 5.304 2.491 -1.1532 -0.3594 -0.3208 -0.302
C -0.754 5.936 3.426 -0.4396 -0.4664 0.6783 -0.705
N -4.276 2.783 2.403 1.0023 0.1184 -0.3096 -0.623
H -5.225 5.254 2.599 -0.3299 -0.4336 -0.0624 0.334
H -5.191 4.719 0.845 -0.5655 -0.1091 0.2583 0.404
H -4.279 6.033 1.411 0.6080 0.0289 -0.0111 0.378
H -2.956 3.863 1.106 -0.0495 -0.2295 -0.0556 0.110
H -2.355 3.669 3.757 1.2039 -0.3436 -0.3604 0.437
H -3.209 5.106 3.801 -0.0875 0.6049 0.0578 0.288
H -0.328 5.060 3.914 1.0024 0.7273 0.7527 0.264
H -1.307 6.569 4.122 -0.4875 -0.3176 0.4516 0.298
H -0.070 6.682 3.022 0.3061 -0.7790 -0.7342 0.259
H -4.398 2.771 3.406 -0.1440 0.0091 0.1349 0.180
H -5.193 2.779 1.980 -0.1010 -0.1087 0.0724 0.281
C -10.009 -3.902 1.858 1.7974 -0.5219 0.0956 -1.334
C -9.708 -2.865 0.763 -0.8658 -0.2535 -0.4894 0.535
C -8.886 -3.372 -0.504 -0.5525 -0.2251 2.5451 -0.744
O -7.542 -3.639 -0.114 0.3854 1.5454 -0.6173 -0.250
C -6.762 -2.382 0.029 -0.4643 -1.9249 -0.0253 -0.677
N -10.966 -2.411 0.197 -0.2065 0.6032 -0.9850 -0.636
H -10.385 -3.439 2.770 -0.7272 0.0655 -0.3417 0.377
H -9.099 -4.363 2.241 0.5180 -0.0092 -0.1727 0.315
H -10.567 -4.771 1.506 -0.5662 0.3462 -0.0313 0.301
H -9.206 -2.034 1.260 0.0627 0.1685 -0.3093 0.174
H -9.036 -2.720 -1.364 0.4216 0.4567 0.1840 0.344
H -9.387 -4.304 -0.767 0.4098 -0.4080 -0.1267 0.349
H -6.708 -1.851 -0.922 -0.1843 0.0922 0.0327 0.299
H -5.764 -2.724 0.302 -0.0450 0.1196 -0.0144 0.199
H -7.159 -1.767 0.837 -0.0494 0.0939 -0.1724 0.293
H -11.640 -1.903 0.752 0.3317 -0.2231 0.3621 0.225
H -11.423 -3.182 -0.269 -0.2287 0.0427 0.0643 0.223
C -2.007 3.554 -10.452 -0.3592 0.5467 -0.9762 -1.414
C -1.031 3.119 -9.377 -1.1013 -0.4749 -0.6874 0.620
C 0.362 3.746 -9.559 -0.2816 0.1790 -1.4822 -0.682
O 0.772 3.514 -10.937 -0.8816 0.0455 0.9225 -0.336
C 1.895 4.228 -11.354 1.2425 -0.5697 -0.0326 -0.756
N -1.609 3.437 -8.081 1.3629 0.8247 0.8441 -0.703
H -2.852 2.887 -10.621 0.2173 -0.4649 0.2175 0.354
H -1.515 3.697 -11.414 0.0400 -0.2120 0.0140 0.304
H -2.504 4.499 -10.230 0.3409 0.2545 0.3925 0.363
H -0.942 2.034 -9.423 0.4688 -0.2221 -0.4812 0.215
H 1.101 3.299 -8.893 0.0730 -0.0268 0.1978 0.400
H 0.340 4.828 -9.433 -0.1944 0.1282 0.4357 0.339
H 1.808 5.212 -11.816 -1.0151 0.2301 0.0650 0.295
H 2.368 3.596 -12.106 0.1872 0.0397 -0.0286 0.269
H 2.608 4.372 -10.543 0.1835 -0.1471 0.2263 0.279
H -2.374 2.859 -7.764 -0.1396 -0.2711 -0.5150 0.229
H -0.835 3.218 -7.471 -0.1675 0.1468 0.9323 0.219
C -0.514 -2.846 9.285 1.1961 -0.2734 -0.1550 -1.164
C 0.310 -3.832 10.160 -0.8191 1.3955 -0.3749 0.587
C 1.348 -3.079 11.034 -0.0556 -1.3964 -0.2240 -0.889
O 2.299 -2.530 10.207 1.2142 1.0892 -1.1817 -0.238
C 3.379 -2.002 10.950 -0.1428 -0.1810 0.2363 -0.846
N -0.605 -4.522 11.015 -0.5727 -0.3058 1.6595 -0.736
H -1.122 -3.370 8.548 -0.1810 -0.0603 0.1847 0.354
H 0.182 -2.223 8.722 0.0140 0.0980 -0.0974 0.141
H -1.123 -2.190 9.907 -0.0673 -0.2242 0.0747 0.324
H 0.792 -4.613 9.574 0.7699 0.6413 -0.5194 0.262
H 1.855 -3.839 11.627 0.0191 -0.4700 0.4631 0.367
H 1.033 -2.327 11.758 -0.9938 0.0939 -0.0907 0.424
H 3.760 -2.787 11.603 0.3612 -0.1259 0.0656 0.342
H 3.062 -1.191 11.606 -0.2275 0.2422 0.0526 0.341
H 4.179 -1.620 10.316 -0.2651 -0.2436 -0.2637 0.250
H -1.035 -5.330 10.587 -0.0075 0.0692 -0.2307 0.252
H -0.060 -4.871 11.790 -0.2335 -0.3259 0.3599 0.220
C -5.998 4.266 7.624 -0.0743 -1.5660 0.0694 -1.239
C -5.931 3.053 8.570 0.5345 -1.1125 0.0787 0.532
C -5.092 1.803 8.055 -1.7797 1.5440 -1.0243 -0.686
O -5.890 1.358 6.937 0.5213 -1.1428 0.5691 -0.307
C -5.438 0.117 6.339 -0.3442 1.2240 0.7704 -0.715
N -5.420 3.452 9.844 1.5555 0.8015 1.1484 -0.622
H -5.006 4.710 7.532 -0.2747 0.5240 0.3876 0.271
H -6.817 4.830 8.069 0.4990 0.8916 -0.3244 0.364
H -6.295 3.958 6.622 -0.2061 -0.0870 0.0284 0.273
H -6.954 2.745 8.790 -0.2352 -0.6579 -0.8918 0.219
H -4.923 1.061 8.835 -0.5292 -0.3173 0.0926 0.382
H -4.096 2.079 7.706 0.1813 0.3733 -0.1068 0.349
H -6.247 -0.249 5.707 0.2514 0.2621 -0.2755 0.228
H -5.280 -0.650 7.097 0.2413 0.0014 0.1609 0.311
H -4.514 0.360 5.814 0.0401 -0.5380 -0.3238 0.268
H -6.014 4.005 10.445 -0.0755 -0.1626 -0.2532 0.209
H -4.911 2.765 10.383 -0.2721 -0.0344 -0.1408 0.163
C 5.399 0.850 -4.383 0.4953 -1.3241 0.8581 -1.412
C 5.851 0.486 -2.943 -0.3825 -0.5228 0.6309 0.315
C 6.144 1.750 -2.127 0.2466 -0.2302 -0.2976 -0.685
O 6.314 1.505 -0.746 1.0243 0.4685 0.1288 -0.269
C 6.102 2.729 -0.020 -2.4980 -0.9029 -0.2156 -0.828
N 4.831 -0.404 -2.352 -0.5322 0.6033 0.1752 -0.625
H 6.228 1.211 -4.991 -0.2962 0.6882 0.1036 0.370
H 4.492 1.450 -4.311 0.3046 0.4599 -0.3132 0.300
H 5.100 -0.085 -4.857 -0.0628 -0.0649 0.0397 0.374
H 6.738 -0.146 -2.897 0.3480 0.2310 -0.5768 0.402
H 5.360 2.497 -2.253 -0.4046 0.0239 -0.2063 0.432
H 7.065 2.176 -2.527 0.1772 0.3048 -0.1251 0.302
H 5.013 2.731 0.008 -0.5640 0.3427 0.6009 0.276
H 6.232 3.669 -0.556 1.3327 -0.1316 -0.0052 0.368
H 6.399 2.680 1.028 0.7035 -0.0101 -0.4355 0.268
H 5.105 -0.771 -1.451 0.7707 -0.2310 0.0306 0.291
H 4.071 0.179 -2.030 -0.7094 0.2443 -0.3471 0.125
```
Forces are in eV/Å.

Properties
- LUMO energy: 0.0033 eV
- Spin multiplicity: 1
- HOMO-LUMO gap: 0.32713 hartree
- ΔE to the lowest compared entry with this formula, charge and spin: 934.6 kJ/mol
- HOMO: -0.32701 hartree